DFT (ωB97M-V with the def2-TZVPD basis set) results for a molecular structure, C31H74AsF6O26 in a non-equilibrium geometry.

Properties
DFT total energy   -6016.76567 a.u.
HOMO energy   -7.90 eV
2S+1   1
Total charge   -1
LUMO energy   1.11 eV
HOMO-LUMO gap   0.3312 hartree

Cartesian coordinates (Å):
As (-0.80507, -0.56832, -0.19054)
F (-2.00733, -0.02140, 1.06523)
F (-1.58396, -2.19357, -0.29093)
F (0.51172, -1.05166, -1.26033)
F (-0.15474, 1.18954, -0.11831)
F (0.20641, -0.92944, 1.33473)
F (-1.81227, -0.05321, -1.57784)
C (-0.26643, -5.64944, -2.61122)
O (-1.56496, -5.85257, -3.13496)
H (-0.05616, -6.52142, -1.99192)
H (0.44801, -5.70729, -3.43239)
H (-0.15850, -4.75985, -1.99067)
H (-1.44266, -6.35114, -3.94618)
C (2.00090, -1.27642, 6.62493)
O (2.15674, -2.06450, 5.51604)
H (2.72666, -1.55834, 7.38775)
H (2.00814, -0.24144, 6.28308)
H (1.04870, -1.65472, 6.99683)
H (1.98139, -1.50492, 4.75595)
C (-4.96513, -3.87994, -1.79545)
O (-5.07039, -4.24765, -0.41807)
H (-5.72551, -4.37812, -2.39689)
H (-5.03165, -2.79502, -1.87681)
H (-4.01999, -4.20668, -2.22909)
H (-4.30144, -3.87412, 0.01870)
C (-3.73017, 3.52954, 1.80884)
O (-5.10453, 3.39432, 1.97060)
H (-3.27963, 2.55098, 1.97475)
H (-3.51700, 3.83622, 0.78483)
H (-3.27202, 4.20442, 2.53185)
H (-5.34340, 2.55998, 1.56021)
C (3.93377, 2.38708, 0.74240)
O (4.71580, 1.91458, -0.46784)
H (2.85748, 2.39057, 0.57009)
H (4.24766, 1.96240, 1.69593)
H (4.21318, 3.42440, 0.92681)
H (4.28555, 2.34243, -1.21176)
C (2.03682, -3.65234, 1.06077)
O (2.52412, -5.06775, 1.05740)
H (1.09391, -3.41064, 0.57025)
H (1.98878, -3.28929, 2.08741)
H (2.81847, -3.09274, 0.54698)
H (1.91488, -5.67028, 1.49028)
C (1.45152, 1.23212, 3.42533)
O (1.25795, -0.16367, 3.56316)
H (0.43243, 1.60168, 3.53927)
H (2.08435, 1.38760, 4.29908)
H (2.01748, 1.63520, 2.58549)
H (0.81423, -0.32363, 2.72702)
C (-0.30810, 3.84656, 1.44455)
O (0.91646, 3.88142, 0.72680)
H (-1.13034, 3.66430, 0.75260)
H (-0.23829, 3.24796, 2.35279)
H (-0.37159, 4.89062, 1.75117)
H (0.80988, 3.10708, 0.16945)
C (-5.81576, -0.17926, 0.22919)
O (-4.61647, -0.77886, 0.13042)
H (-5.60222, 0.88880, 0.18742)
H (-6.57109, -0.45186, -0.50789)
H (-6.15358, -0.39837, 1.24209)
H (-3.99370, -0.37216, 0.73734)
C (3.12925, -2.63934, -2.69429)
O (3.80857, -1.73633, -3.56082)
H (2.84705, -3.57201, -3.18274)
H (3.91541, -3.15158, -2.13961)
H (2.39463, -2.24060, -1.99469)
H (4.28347, -1.11714, -3.00165)
C (-2.08602, -3.28652, 2.66670)
O (-2.54614, -3.94016, 1.47771)
H (-1.74621, -3.97942, 3.43645)
H (-1.28711, -2.59633, 2.39562)
H (-2.96229, -2.69762, 2.93772)
H (-2.15445, -3.51810, 0.70956)
C (-0.33522, 2.13262, 6.79487)
C (-1.27473, 2.54600, 5.68838)
C (-2.75441, 2.66528, 6.05704)
O (-2.96540, 4.10332, 5.68153)
C (-1.79987, 4.69118, 5.16846)
O (-1.82340, 5.74620, 4.51361)
O (-0.83366, 3.84372, 5.18342)
H (0.63987, 2.08362, 6.31020)
H (-0.44259, 1.09525, 7.11182)
H (-0.29633, 2.89476, 7.57315)
H (-1.21078, 1.79198, 4.90387)
H (-2.92262, 2.43872, 7.10988)
H (-3.33070, 1.97822, 5.43742)
C (4.65759, -0.48222, 2.99254)
C (5.42313, 0.58011, 3.93868)
C (6.30943, -0.09593, 5.02703)
O (7.58376, 0.58218, 4.97431)
C (7.60800, 1.34337, 3.92416)
O (8.66872, 1.75792, 3.54703)
O (6.43470, 1.23546, 3.21881)
H (3.66683, -0.69361, 3.39480)
H (5.24559, -1.39976, 2.97099)
H (4.53911, -0.11646, 1.97260)
H (4.81297, 1.29807, 4.48670)
H (6.49129, -1.15673, 4.85466)
H (5.96878, 0.07650, 6.04797)
C (-1.75636, -2.36375, -4.06591)
C (-0.42685, -1.77382, -4.55940)
C (0.56449, -2.77643, -5.16689)
O (0.23329, -2.56266, -6.57532)
C (-0.34078, -1.35498, -6.76273)
O (-0.59257, -0.82932, -7.80502)
O (-0.64159, -0.81795, -5.65633)
H (-2.42405, -1.63560, -3.60537)
H (-1.51266, -2.99215, -3.20928)
H (-2.29007, -2.84682, -4.88438)
H (0.07319, -1.24270, -3.74947)
H (0.40158, -3.82008, -4.89790)
H (1.61860, -2.56346, -4.98912)
C (-3.27642, 1.45695, -5.70561)
C (-3.97383, 2.27254, -4.62249)
C (-3.44000, 2.00342, -3.21866)
O (-2.85945, 3.12426, -2.72202)
C (-3.10049, 4.12908, -3.55974)
O (-2.86739, 5.33254, -3.29669)
O (-3.55239, 3.57700, -4.71890)
H (-2.23165, 1.22292, -5.50118)
H (-3.27938, 1.87893, -6.71061)
H (-3.88739, 0.56088, -5.81455)
H (-5.04978, 2.10534, -4.67214)
H (-2.63321, 1.28552, -3.36635)
H (-4.24978, 1.59834, -2.61182)
C (1.63381, 1.91396, -6.52429)
C (1.30471, 2.06578, -4.98921)
C (1.62400, 0.85616, -4.05941)
O (2.49624, 1.39632, -3.07985)
C (2.98400, 2.58898, -3.41807)
O (3.93260, 3.24274, -2.95159)
O (2.11852, 3.02864, -4.41089)
H (2.68177, 2.15358, -6.70451)
H (1.12789, 2.61502, -7.18812)
H (1.47821, 0.93544, -6.97857)
H (0.26815, 2.39314, -4.90862)
H (1.96948, -0.05943, -4.53947)
H (0.73027, 0.55954, -3.51043)

Mulliken atomic charge list, values in e, 2 entries: number 1, As, carries 2.1753; number 2, F, carries -0.7380